Computed, not measured: C33H37AsKN5O7S as an isolated structure, with wB97M-V/def2-TZVPD.

Cartesian coordinates (Å):
As  -1.70  0.72  2.00
K  1.73  -0.77  -1.09
S  0.79  3.47  -0.53
O  3.59  0.34  -2.08
O  2.70  -1.03  3.95
O  -0.64  -1.79  -4.65
O  5.58  -0.65  -2.43
O  0.47  -2.04  -2.71
O  1.65  0.10  2.31
O  -0.41  0.37  -1.77
N  -1.96  -5.53  2.52
N  3.75  -0.37  0.63
N  2.10  2.92  1.72
N  0.64  -2.70  0.81
N  0.34  4.37  1.94
C  -4.54  0.76  -2.46
C  1.03  3.01  3.89
C  -0.46  -3.11  0.18
C  3.87  -0.69  1.91
C  1.07  3.56  1.14
C  -0.26  -1.44  -3.53
C  0.07  -4.20  2.60
C  5.99  -1.09  0.26
C  6.13  -1.39  1.60
C  0.16  4.16  3.38
C  -4.33  -1.63  -2.47
C  4.77  -0.59  -0.21
C  0.88  -3.25  2.00
C  5.05  -1.20  2.45
C  -1.34  1.02  -5.29
C  -1.35  -4.04  0.70
C  -3.33  1.37  2.91
C  0.51  1.84  -4.01
C  -3.19  0.87  -2.71
C  -0.88  -0.07  -3.05
C  -0.58  0.98  -4.12
C  -5.12  -0.50  -2.33
C  4.63  -0.27  -1.74
C  2.35  3.06  3.15
C  2.63  -0.51  2.82
C  0.04  2.78  -6.18
C  -2.97  -1.51  -2.73
C  -1.08  -4.61  1.93
C  -2.38  -0.26  -2.85
C  -1.04  1.91  -6.30
C  0.81  2.74  -5.03
C  -1.36  -0.80  3.20
C  -2.68  -0.25  0.62
H  5.06  -1.43  3.50
H  0.33  -4.58  3.58
H  2.33  2.01  1.33
H  -1.99  -0.79  -0.02
H  -2.16  0.32  -5.40
H  6.77  -1.24  -0.48
H  -2.23  -4.31  0.13
H  0.59  2.04  3.67
H  -1.64  1.92  -7.20
H  1.76  -2.89  2.53
H  -0.90  3.97  3.57
H  -0.28  -0.96  3.24
H  -2.36  -2.39  -2.86
H  -1.87  -1.69  2.84
H  3.01  2.25  3.45
H  0.27  3.48  -6.97
H  -3.07  1.78  3.88
H  2.86  4.01  3.33
H  -5.15  1.65  -2.35
H  -3.21  0.47  -0.01
H  1.18  1.85  -3.16
H  0.44  5.09  3.90
H  -1.72  -0.56  4.20
H  -3.39  -0.94  1.08
H  -0.63  -2.67  -0.80
H  -3.79  2.16  2.31
H  -0.44  4.76  1.44
H  -6.18  -0.60  -2.13
H  -1.52  -6.16  3.18
H  7.07  -1.77  1.99
H  1.16  3.10  4.97
H  0.40  0.87  -1.89
H  -2.54  -6.03  1.86
H  1.66  3.39  -4.91
H  -4.05  0.56  3.05
H  -4.76  -2.61  -2.37
H  -2.73  1.85  -2.79

Output
HOMO level in eV: -3.169
Energy relative to the best compared isomer or geometry (same formula, charge and spin) in kJ/mol: 125.6
Net charge: -2
Molar mass in g/mol: 761.774
Electronic energy in eV: -144609.0046
Frontier orbital gap in Eh: 0.267

---

Computed, not measured: C5H8N2S as an isolated structure, with wB97M-V/def2-TZVPD.

Cartesian coordinates (Å):
S  4.01  -0.87  -0.10
N  -0.80  0.07  -0.13
N  0.51  0.39  0.54
C  0.97  1.50  -0.24
C  -1.58  -0.59  0.60
C  -2.70  -0.95  -0.33
C  1.57  0.15  -0.32
C  2.80  0.03  0.40
H  -1.91  -0.96  1.79
H  1.19  -0.23  -1.42
H  -3.76  -0.11  -0.42
H  3.07  0.42  1.47
H  -3.05  -1.91  0.22
H  0.43  1.69  -1.16
H  -1.95  -0.91  -1.51
H  1.22  2.27  0.60

Output
HOMO level in eV: -8.529
Energy relative to the best compared isomer or geometry (same formula, charge and spin) in kJ/mol: 818.0
Molar mass in g/mol: 128.200
Electronic energy in eV: -19121.9438
Frontier orbital gap in Eh: 0.315

---

Computed, not measured: C30H43BBrN5PdSi as an isolated structure, with wB97M-V/def2-TZVPD.

Cartesian coordinates (Å):
Pd  -0.87  0.50  -2.09
Br  1.00  -0.30  -0.38
Si  1.55  -1.47  1.67
N  -0.58  2.58  -2.24
N  -2.59  1.17  -0.34
N  -1.52  0.76  -3.94
N  -1.39  -1.37  -2.66
N  -1.86  -0.20  -4.64
C  3.04  -0.65  3.89
C  -2.20  -3.75  -3.82
C  -0.06  3.04  0.04
C  -0.42  3.54  1.22
C  -0.97  3.01  -3.53
C  4.20  -0.40  1.69
C  -1.68  3.72  -6.14
C  -1.12  4.65  -5.27
C  -0.76  4.31  -3.98
C  -1.69  4.30  1.34
C  -1.39  -2.50  -1.95
C  -0.80  3.32  -1.18
C  -0.03  -2.55  3.73
C  -1.85  2.41  -5.73
C  2.23  -3.14  1.05
C  2.46  1.21  2.34
C  1.12  -4.13  0.70
C  -1.30  -1.93  1.67
C  -2.93  1.65  0.65
C  -1.80  4.38  -1.13
C  -1.79  -3.71  -2.50
C  2.85  -0.28  2.41
C  -0.13  -1.53  2.58
C  -2.22  -2.57  -4.57
C  3.11  -3.01  -0.20
C  -1.82  -1.41  -3.94
C  -1.47  2.07  -4.43
C  -0.49  -0.16  3.18
C  3.06  -3.75  2.20
C  -2.25  4.80  0.06
B  -3.40  2.31  1.98
H  2.53  -2.70  -1.07
H  -2.86  1.95  2.97
H  4.64  -1.39  1.78
H  -2.54  -2.54  -5.60
H  -0.53  0.62  2.41
H  -0.95  5.67  -5.62
H  0.20  0.15  3.96
H  4.13  -0.15  0.63
H  -0.29  5.04  -3.34
H  0.84  2.45  -0.07
H  0.50  -3.77  -0.12
H  3.54  -3.99  -0.42
H  -1.68  5.05  2.14
H  -1.77  -4.60  -1.89
H  3.39  -4.75  1.89
H  1.56  1.44  2.90
H  -3.08  5.49  0.11
H  -2.27  4.73  -2.04
H  -1.18  -2.92  1.23
H  -2.24  1.65  -6.39
H  0.75  -2.30  4.44
H  3.35  -1.69  4.03
H  -1.46  -1.20  0.87
H  2.50  -3.86  3.12
H  -2.51  -4.68  -4.28
H  1.58  -5.06  0.36
H  -2.21  -1.96  2.27
H  0.15  -3.57  3.37
H  3.83  -0.02  4.31
H  0.47  -4.38  1.54
H  3.94  -2.31  -0.08
H  4.90  0.30  2.14
H  3.96  -3.17  2.41
H  3.27  1.79  2.77
H  0.17  3.37  2.10
H  -2.49  3.61  1.83
H  -0.98  -2.57  4.27
H  -1.06  -2.41  -0.93
H  2.14  -0.48  4.48
H  -4.39  2.95  1.97
H  2.33  1.55  1.31
H  -1.96  4.00  -7.15
H  -1.48  -0.24  3.63

Output
HOMO level in eV: -14.346
Net charge: +2
Molar mass in g/mol: 698.931
Electronic energy in eV: -121320.4032
Frontier orbital gap in Eh: 0.255

---

Computed, not measured: C22H34O2P2Tl as an isolated structure, with wB97M-V/def2-TZVPD.

Cartesian coordinates (Å):
Tl  -0.01  0.35  0.49
P  -0.50  -2.09  -1.28
P  2.22  -0.57  -1.38
O  -0.11  -0.02  3.20
O  -1.13  2.09  -1.14
C  -3.02  4.79  -2.67
C  -0.97  0.72  4.05
C  3.82  -1.40  -1.77
C  1.12  -0.66  -5.35
C  1.62  -1.63  2.82
C  -0.08  -1.34  -5.31
C  -1.84  4.69  -0.57
C  -0.59  -1.77  -4.09
C  2.68  1.21  -1.59
C  -2.30  -1.66  -1.41
C  -3.47  6.05  -2.35
C  0.78  -0.90  3.86
C  -2.22  4.08  -1.77
C  -0.57  -3.91  -1.60
C  -1.88  1.58  3.19
C  -2.12  2.01  -3.29
C  1.33  -0.85  -2.96
C  0.11  -1.53  -2.92
C  -2.29  5.96  -0.25
C  -1.76  2.70  -2.00
C  -3.11  6.64  -1.14
C  1.82  -0.42  -4.19
H  3.34  1.38  -2.44
H  -0.63  -1.54  -6.22
H  -1.81  2.60  -4.14
H  4.53  -1.16  -0.98
H  -0.36  1.35  4.72
H  -2.45  0.95  2.51
H  2.18  -0.90  2.23
H  -3.46  7.63  -0.89
H  -1.28  2.28  2.60
H  -4.10  6.59  -3.03
H  -2.80  -2.01  -0.51
H  2.76  0.12  -4.24
H  0.98  -2.21  2.16
H  -1.54  -2.29  -4.08
H  3.66  -2.48  -1.78
H  1.52  -0.33  -6.30
H  3.18  1.55  -0.68
H  0.20  -1.63  4.46
H  -3.20  1.87  -3.36
H  -1.63  1.03  -3.32
H  -1.13  -4.11  -2.52
H  4.21  -1.08  -2.73
H  -2.78  -2.10  -2.28
H  0.45  -4.28  -1.70
H  -1.05  -4.40  -0.76
H  1.43  -0.33  4.55
H  -3.31  4.36  -3.62
H  -1.20  4.15  0.11
H  -2.56  2.15  3.81
H  -2.39  -0.57  -1.46
H  2.32  -2.29  3.31
H  1.76  1.79  -1.72
H  -1.56  0.03  4.67
H  -1.99  6.41  0.68

Output
HOMO level in eV: -11.086
Energy relative to the best compared isomer or geometry (same formula, charge and spin) in kJ/mol: 20.3
Net charge: +1
Molar mass in g/mol: 596.843
Electronic energy in eV: -50727.0139
Frontier orbital gap in Eh: 0.310

---

Computed, not measured: a 2-piece molecular cluster, C4H13N2O overall, with wB97M-V/def2-TZVPD.

Cartesian coordinates (Å):
O  -0.83  0.50  -0.61
N  1.75  -0.24  -0.60
N  -2.73  1.13  0.39
C  -2.93  -0.16  -1.65
C  2.27  0.26  0.70
C  -2.07  0.50  -0.59
C  2.59  -0.89  1.64
H  -2.20  1.50  1.17
H  -2.28  -0.36  -2.49
H  1.75  -1.14  2.30
H  3.42  -0.66  2.29
H  3.18  0.85  0.62
H  1.72  0.42  -1.36
H  2.83  -1.79  1.08
H  1.49  0.86  1.14
H  2.16  -1.13  -0.86
H  0.76  -0.48  -0.41
H  -3.72  1.27  0.45
H  -3.49  -0.96  -1.16
H  -3.66  0.55  -2.04

Output
HOMO level in eV: -13.977
Energy relative to the best compared isomer or geometry (same formula, charge and spin) in kJ/mol: 43.1
Net charge: +1
Molar mass in g/mol: 105.161
Electronic energy in eV: -9381.1369
Frontier orbital gap in Eh: 0.408